No. 1
75
Properties=species:S:1:pos:R:3:forces:R:3:mulliken_charge:R:1 method="wB97M-V/def2-TZVPD" total_energy_ev=-123931.85375 max_force_ev_per_a=2.57 de_lowest_kcal_mol=191.8 homo_energy_ha="-0.2237 / -0.2419"
Pb -0.441 -1.332 -0.804 1.478 0.494 1.957 0.882
O 4.584 0.144 -1.280 0.203 -0.168 0.037 -0.528
C 3.369 -0.432 -1.183 -0.178 0.092 -0.068 -0.322
O 2.369 0.213 -1.105 -0.347 0.173 0.057 -0.023
C 3.407 -1.932 -1.181 0.227 0.268 0.048 0.423
C 4.640 -2.563 -1.284 0.301 0.411 -0.044 -0.701
C 4.703 -3.936 -1.267 -0.083 0.173 0.008 -0.917
C 3.505 -4.596 -1.134 -0.200 -0.323 0.048 -0.651
C 2.310 -3.886 -1.029 -0.266 -0.311 -0.026 1.329
N 2.235 -2.549 -1.056 0.924 -1.066 -0.215 0.215
C 0.992 -4.643 -0.873 -0.159 -0.130 0.061 0.243
O 1.037 -5.996 -0.845 0.193 0.167 -0.013 -0.494
O -0.068 -4.109 -0.761 0.367 -0.020 -0.200 -0.396
H 4.427 1.099 -1.244 0.011 -0.007 -0.029 0.354
H 5.523 -1.947 -1.377 0.028 -0.076 -0.006 0.489
H 5.638 -4.473 -1.348 0.017 0.023 -0.007 0.447
H 3.530 -5.676 -1.114 -0.026 -0.017 0.007 0.153
H 1.931 -6.334 -0.939 -0.012 -0.043 -0.001 0.274
C 1.432 3.107 -5.598 -0.066 0.043 -0.104 -1.501
C 0.604 2.202 -4.740 1.059 -2.088 0.907 0.896
C -0.557 1.647 -5.154 -0.100 0.041 -0.424 -0.750
C -1.504 0.682 -4.622 -0.883 0.494 -0.330 -0.561
C -1.496 -0.085 -3.504 0.867 -0.233 0.846 0.349
Br -3.080 -0.893 -2.811 -0.538 -0.043 -0.948 -0.203
N -0.451 -0.289 -2.666 -1.672 0.344 -1.703 -0.569
C 1.127 1.837 -3.351 -0.391 -0.121 -1.062 -0.104
H 0.961 3.245 -6.571 0.037 0.024 -0.016 0.424
H 2.428 2.686 -5.761 0.017 0.028 0.000 0.289
H 1.564 4.100 -5.150 0.035 -0.037 0.035 0.291
H -0.920 2.051 -6.099 0.106 -0.103 -0.085 0.231
H -2.427 0.653 -5.189 -0.056 0.064 0.097 0.326
H 2.126 2.030 -2.957 0.397 -0.476 -0.802 0.493
C -2.185 -0.098 5.441 -0.006 -0.048 -0.079 -0.964
N -2.835 -1.060 4.579 0.243 0.011 -0.044 0.119
C -3.936 -1.804 5.143 0.106 -0.011 -0.274 -0.666
C -4.353 -2.696 3.977 0.067 0.028 0.183 -0.736
N -3.465 -2.335 2.885 -1.065 -0.526 0.665 -0.018
C -3.705 -3.078 1.676 0.240 -0.276 0.086 -0.820
C -2.574 -1.370 3.215 -0.180 0.923 1.225 0.355
N -1.746 -0.824 2.432 0.425 -0.689 -1.376 -0.204
C -0.811 0.179 2.790 -0.350 0.573 0.134 -0.548
C 0.305 0.603 1.826 0.111 -0.420 0.006 -1.114
N 0.019 1.087 0.489 0.365 1.342 -0.973 0.086
C 0.394 2.295 0.182 -1.356 0.465 0.818 0.426
N 0.364 2.933 -1.072 0.840 -0.202 0.398 0.290
C 0.213 2.593 -2.461 -0.684 1.083 0.353 -1.171
C 0.502 4.380 -0.979 0.113 -0.058 0.017 -0.705
C 0.752 4.660 0.479 -0.071 -0.093 0.035 -0.833
N 0.681 3.353 1.091 0.454 -0.207 -0.113 0.140
C 0.845 3.414 2.534 -0.166 0.008 -0.062 -1.171
H -2.714 -0.111 6.394 -0.004 0.020 -0.011 0.413
H -2.234 0.921 5.061 0.034 0.029 -0.046 0.280
H -1.144 -0.347 5.656 0.030 0.004 -0.021 0.302
H -4.743 -1.133 5.462 -0.002 -0.028 -0.024 0.338
H -3.625 -2.383 6.020 0.000 -0.006 -0.036 0.331
H -5.398 -2.535 3.696 -0.002 -0.004 -0.019 0.386
H -4.238 -3.757 4.225 -0.032 -0.010 -0.016 0.377
H -4.516 -3.759 1.928 -0.037 -0.158 -0.139 0.418
H -2.830 -3.661 1.395 -0.061 0.118 -0.235 0.236
H -4.019 -2.468 0.841 0.167 0.192 -0.121 0.197
H -0.237 -0.102 3.682 -0.040 0.186 0.137 0.284
H -1.342 1.126 2.985 0.009 -0.047 0.248 0.376
H 1.060 -0.189 1.739 -0.113 -0.133 0.014 0.246
H 0.721 1.384 2.429 0.694 -0.185 0.020 0.043
H 0.093 0.536 -2.829 1.478 -0.258 0.308 0.287
H 0.766 3.321 -3.076 -0.667 2.129 1.278 0.409
H -0.799 2.799 -2.798 -0.316 -0.845 -0.093 0.192
H -0.396 4.875 -1.360 -0.018 -0.008 0.006 0.342
H 1.344 4.705 -1.597 -0.035 0.051 -0.035 0.356
H -0.012 5.317 0.908 0.029 0.034 -0.005 0.432
H 1.729 5.125 0.651 -0.013 0.016 -0.010 0.366
H 1.019 4.461 2.784 -0.026 -0.014 0.018 0.447
H 1.709 2.857 2.895 0.027 0.023 0.038 0.317
H -0.049 3.100 3.079 0.029 -0.042 0.028 0.334
O -2.109 -2.337 -0.400 -1.510 -0.547 -0.307 -0.558

No. 2
29
Properties=species:S:1:pos:R:3:forces:R:3:nbo_charge:R:1 method="wB97M-V/def2-TZVPD" total_energy_ev=-152731.93256 max_force_ev_per_a=5.03 de_lowest_kcal_mol=99.0 homo_energy_ha=-0.1321 total_charge=-1
Cl 4.984 -3.295 -3.085 0.495 -0.411 -0.015 0.081
C 3.595 -2.417 -2.700 0.330 2.283 0.275 -0.130
C 3.645 -1.056 -2.529 -0.297 -1.562 -1.283 -0.127
Cl 5.057 -0.137 -2.684 0.434 0.094 -0.091 0.085
C 2.389 -0.252 -2.322 1.258 -0.819 2.611 0.506
O 2.368 0.946 -2.320 -0.257 -0.248 -0.598 -0.429
C 1.353 -1.133 -1.690 -0.993 -4.163 -2.651 -0.174
Cl -0.644 0.088 -2.019 -1.273 0.624 0.281 -0.055
C 1.121 -2.376 -2.277 2.027 0.436 0.678 -0.146
Cl -0.351 -3.234 -2.323 -0.093 0.041 0.384 0.078
C 2.319 -3.172 -2.641 -1.100 -1.818 -1.160 0.458
O 2.280 -4.386 -2.905 0.243 2.349 0.609 -0.510
Br -0.670 -1.619 0.813 1.528 0.292 -2.004 -0.022
C 0.500 -0.599 -0.708 0.268 1.299 2.800 -0.265
S -0.002 1.481 0.538 -1.567 -0.766 -1.004 1.663
C -1.477 1.469 1.598 0.853 1.115 0.426 -0.170
C -2.717 1.137 1.079 -0.467 -0.020 0.091 -0.237
C -3.842 1.215 1.906 0.542 0.200 0.234 -0.223
C -3.689 1.645 3.239 0.284 -0.097 -0.271 -0.236
C -2.420 1.961 3.747 -0.046 -0.151 -0.519 -0.221
C -1.293 1.866 2.912 -1.117 -0.111 0.578 -0.245
O 1.175 1.636 1.387 0.796 0.400 1.079 -1.023
O -0.254 2.500 -0.483 -0.105 1.206 0.120 -1.007
H 1.366 -0.190 -0.004 -1.916 -0.251 -0.717 0.281
H -2.800 0.822 0.033 0.030 0.160 0.353 0.229
H -4.824 0.966 1.505 0.190 0.059 0.176 0.203
H -4.567 1.732 3.873 0.112 -0.025 -0.033 0.199
H -2.298 2.297 4.777 -0.123 -0.089 -0.177 0.200
H -0.302 2.106 3.283 -0.035 -0.025 -0.173 0.237

No. 3
7
Properties=species:S:1:pos:R:3:forces:R:3:nbo_charge:R:1 method="wB97M-V/def2-TZVPD" total_energy_ev=-18097.23978 max_force_ev_per_a=7.51 de_lowest_kcal_mol=17.6 homo_energy_ha=-0.3386
C -0.581 0.114 0.090 -7.100 -2.442 0.228 -0.469
C -1.865 -0.114 -0.024 6.607 1.812 0.995 -0.279
Si 1.251 -0.072 0.157 -0.298 1.538 -2.303 0.804
I -3.853 0.176 0.117 0.488 -0.188 -0.196 0.315
H 1.604 -0.959 -0.951 0.089 -0.773 0.243 -0.142
H 2.109 -0.333 1.365 -0.725 0.388 -0.285 -0.106
H 1.335 1.189 -0.754 0.939 -0.336 1.318 -0.122

No. 4
30
Properties=species:S:1:pos:R:3:forces:R:3:nbo_charge:R:1 method="wB97M-V/def2-TZVPD" total_energy_ev=-87719.87472 max_force_ev_per_a=0.31 de_lowest_kcal_mol=19.7 homo_energy_ha=-0.5388 total_charge=+2
Sn 0.435 -0.095 1.549 -0.180 -0.038 0.045 1.285
Se 1.549 1.887 0.138 -0.018 0.187 0.034 -0.045
C 0.741 2.339 1.724 0.162 -0.091 -0.171 -0.014
N 0.166 2.178 2.728 -0.040 -0.015 0.034 -0.398
N -1.580 0.497 0.721 -0.040 -0.007 0.091 -0.616
C -2.677 0.842 0.641 0.284 -0.115 -0.035 0.595
C -4.015 1.275 0.529 -0.228 0.076 -0.010 -0.255
C -4.424 2.398 1.260 -0.036 -0.044 -0.046 -0.126
C -5.736 2.815 1.151 0.008 0.019 0.017 -0.198
C -6.619 2.125 0.327 0.012 0.005 0.007 -0.122
C -6.204 1.012 -0.395 -0.005 -0.022 -0.019 -0.199
C -4.898 0.574 -0.302 -0.003 0.059 0.051 -0.128
H -3.725 2.921 1.898 0.011 -0.001 0.001 0.238
H -6.074 3.677 1.707 0.002 0.002 0.002 0.246
H -7.644 2.459 0.248 -0.004 0.001 -0.001 0.243
H -6.904 0.487 -1.030 0.002 -0.003 -0.002 0.245
H -4.561 -0.290 -0.856 0.013 -0.006 -0.003 0.234
N 6.120 -2.119 -1.991 0.021 -0.018 -0.006 -0.669
C 5.266 -2.416 -0.778 -0.071 -0.008 0.038 -0.236
C 3.926 -1.679 -0.853 -0.014 0.005 -0.008 -0.244
N 3.071 -1.923 0.298 0.100 -0.038 0.013 -0.829
H 7.018 -2.608 -1.936 0.001 0.014 -0.022 0.458
H 6.319 -1.119 -2.076 0.002 -0.009 -0.002 0.447
H 5.661 -2.418 -2.855 0.009 0.005 0.002 0.447
H 5.846 -2.111 0.091 0.000 -0.002 -0.006 0.233
H 5.130 -3.496 -0.750 0.011 0.007 0.001 0.235
H 3.388 -1.988 -1.752 0.000 0.029 -0.007 0.212
H 4.102 -0.602 -0.933 0.031 -0.012 -0.006 0.205
H 3.562 -1.733 1.166 -0.023 0.013 0.005 0.374
H 2.764 -2.889 0.330 -0.009 0.006 0.006 0.381